Below is C35H43ClN2O7PbSb as an isolated structure in a non-equilibrium geometry, with properties calculated with the ωB97M-V functional and the def2-TZVPD basis.

Computed properties:
LUMO (eV): -2.9
Total charge: +1
Kohn-Sham gap (eV): 7.568

The geometry in XYZ format:
```
90
C35H43ClN2O7PbSb | the OMol25 dataset | the ωB97M-V functional and the def2-TZVPD basis
Pb 0.510 0.953 2.784
C 2.353 7.821 3.147
O 3.543 7.075 2.999
C 3.483 5.752 2.799
C 4.736 5.100 2.741
C 4.799 3.764 2.497
C 3.639 2.960 2.375
C 3.747 1.556 2.136
C 5.049 0.979 1.650
O 2.804 0.737 2.282
C 2.365 3.607 2.515
O 1.220 2.987 2.498
C 2.328 5.007 2.667
H 2.685 8.843 3.320
H 1.763 7.471 3.999
H 1.735 7.783 2.245
H 5.623 5.689 2.905
H 5.768 3.298 2.436
H 5.890 1.266 2.270
H 5.236 1.316 0.632
H 4.965 -0.102 1.638
H 1.352 5.460 2.737
O -1.462 -2.202 1.400
C -0.613 -2.077 0.535
N 0.497 -2.792 0.328
C 1.130 -2.399 -0.921
C 0.387 -1.088 -1.213
O 0.662 -0.259 -2.038
N -0.703 -1.082 -0.399
C 2.628 -2.244 -0.830
C 3.346 -2.041 -2.003
C 4.725 -1.953 -1.967
C 5.399 -2.086 -0.765
C 4.686 -2.286 0.405
C 3.303 -2.359 0.377
C 0.804 -3.414 -2.023
C 0.139 -3.074 -3.193
C -0.128 -4.039 -4.151
C 0.252 -5.353 -3.945
C 0.929 -5.695 -2.786
C 1.213 -4.730 -1.835
H 0.702 -3.651 0.811
H 2.824 -1.952 -2.943
H 5.274 -1.794 -2.882
H 6.476 -2.038 -0.744
H 5.208 -2.400 1.343
H 2.760 -2.502 1.299
H -0.151 -2.052 -3.380
H -0.630 -3.752 -5.062
H 0.041 -6.106 -4.689
H 1.247 -6.714 -2.625
H 1.775 -5.000 -0.952
Cl -4.366 3.314 2.697
C -3.077 3.169 1.479
C -1.961 2.265 1.994
O -1.563 2.393 3.148
O -1.476 1.415 1.174
H -2.667 4.170 1.316
H -3.512 2.773 0.560
C -3.731 -3.394 -0.431
C -3.415 -2.270 -1.405
C -4.604 -2.021 -2.323
Sb -2.690 -0.406 -0.378
C -2.562 1.103 -2.064
C -1.638 2.254 -1.741
C -2.091 0.404 -3.328
C -4.124 -0.163 1.425
C -3.868 -1.149 2.528
C -5.527 -0.235 0.874
H -3.800 -4.335 -0.976
H -4.688 -3.237 0.059
H -2.962 -3.504 0.328
H -2.546 -2.562 -2.003
H -5.497 -1.759 -1.761
H -4.818 -2.938 -2.873
H -4.418 -1.239 -3.055
H -3.596 1.441 -2.170
H -0.641 1.886 -1.503
H -1.981 2.860 -0.910
H -1.566 2.892 -2.621
H -1.011 0.274 -3.300
H -2.333 1.032 -4.185
H -2.558 -0.564 -3.489
H -3.894 0.839 1.764
H -4.058 -2.173 2.217
H -4.538 -0.910 3.354
H -2.846 -1.080 2.887
H -5.793 -1.246 0.572
H -5.686 0.449 0.042
H -6.207 0.060 1.674
```

---

Below is C35H43ClN2PbSi2 as an isolated structure in a non-equilibrium geometry, with properties calculated with the ωB97M-V functional and the def2-TZVPD basis.

Computed properties:
LUMO (spin up / spin down) (eV): -1.1 / -2.1
Total charge: 0
Kohn-Sham gap (spin up / spin down) (eV): 5.726 / 4.578

The geometry in XYZ format:
```
84
C35H43ClN2PbSi2 | the OMol25 dataset | the ωB97M-V functional and the def2-TZVPD basis
C -2.769 -1.085 4.321
C -3.600 -0.787 3.205
C -3.650 -1.955 2.364
H -4.120 0.155 3.030
C -2.745 -2.922 2.922
C -2.248 -2.404 4.143
H -1.639 -2.939 4.872
H -2.619 -0.455 5.196
H -4.330 -2.116 1.535
H -2.510 -3.899 2.493
Pb -1.567 -0.653 0.475
Si -1.312 -1.006 -2.435
C -0.698 0.522 -3.441
C 0.619 0.697 -4.125
H 1.164 -0.205 -4.477
C 0.721 1.856 -5.000
H 1.620 1.947 -5.618
C -0.268 2.816 -5.052
H -0.134 3.713 -5.661
C -1.406 2.696 -4.261
H -2.147 3.491 -4.229
C -1.596 1.556 -3.475
H -2.495 1.501 -2.859
C -0.789 -2.255 -3.784
C -1.246 -1.918 -5.070
H -1.997 -1.140 -5.197
C -0.719 -2.535 -6.204
H -1.085 -2.249 -7.188
C 0.273 -3.508 -6.084
H 0.674 -4.002 -6.972
C 0.719 -3.864 -4.815
H 1.487 -4.632 -4.714
C 0.186 -3.256 -3.675
H 0.549 -3.556 -2.696
H -2.665 -1.069 -1.824
Si 2.247 0.892 -2.796
C 1.764 -0.705 -1.831
C 0.354 -0.904 -1.409
H 0.079 0.093 -0.958
C 0.021 -2.189 -0.741
H -0.954 -2.715 -0.861
C 1.048 -3.081 -0.417
H 0.763 -3.935 0.193
C 2.336 -2.904 -0.860
H 3.065 -3.715 -0.754
C 2.692 -1.672 -1.460
H 3.746 -1.491 -1.642
C 1.616 2.413 -1.894
C 0.852 2.397 -0.718
H 1.091 1.669 0.064
C -0.307 3.185 -0.666
H -1.124 2.925 0.016
C -0.421 4.297 -1.519
H -1.297 4.950 -1.442
C 0.611 4.569 -2.436
H 0.591 5.494 -3.024
C 1.613 3.611 -2.623
H 2.336 3.753 -3.428
H 3.641 1.014 -2.943
Cl 0.802 -0.719 1.613
C 2.297 -1.800 4.631
N 1.300 -0.854 5.067
C 0.385 -1.346 6.057
C 1.578 0.527 4.827
C 0.404 1.559 4.924
N -0.098 2.094 3.701
C -1.507 2.363 3.593
C 0.749 2.861 2.814
H 1.806 -2.766 4.445
H 3.085 -1.973 5.394
H 2.766 -1.448 3.698
H -0.534 -0.748 6.078
H 0.141 -2.382 5.789
H 0.805 -1.374 7.083
H 2.335 0.891 5.563
H 2.036 0.596 3.824
H -0.443 1.136 5.483
H 0.839 2.374 5.546
H -1.793 3.324 4.063
H -1.790 2.419 2.527
H -2.086 1.561 4.074
H 1.430 2.201 2.246
H 0.110 3.386 2.077
H 1.363 3.625 3.334
```

---

Below is C35H43F7N6O9S2Sr as an isolated structure in a non-equilibrium geometry, with properties calculated with the ωB97M-V functional and the def2-TZVPD basis.

Computed properties:
LUMO (eV): -2.3
Total charge: 0
Kohn-Sham gap (eV): 3.230

The geometry in XYZ format:
```
103
C35H43F7N6O9S2Sr | the OMol25 dataset | the ωB97M-V functional and the def2-TZVPD basis
Sr 0.144 0.819 -2.582
C 4.443 1.799 1.818
C 3.609 3.070 1.556
C 4.199 4.165 0.853
C 5.540 4.051 0.276
C 3.361 5.233 0.638
C 3.911 6.487 0.088
C 1.934 5.216 1.083
C 1.169 6.508 0.999
C 1.451 4.158 1.724
C -0.033 4.039 2.000
C 2.317 3.098 2.087
C 1.773 1.975 2.935
H 3.905 0.877 1.449
H 4.510 1.741 2.921
H 5.427 1.966 1.359
H 5.774 3.004 0.009
H 6.354 4.359 1.016
H 5.810 4.625 -0.667
H 5.012 6.387 0.099
H 3.751 7.430 0.634
H 3.655 6.585 -0.989
H 1.082 7.073 0.067
H 1.618 7.246 1.701
H 0.145 6.481 1.422
H -0.431 4.947 2.471
H -0.259 3.179 2.652
H -0.642 3.872 1.112
H 1.408 2.333 3.894
H 2.569 1.189 3.079
H 0.866 1.486 2.474
C 5.551 -0.963 -3.514
C 4.104 -0.554 -3.258
N 3.603 -0.405 -2.099
O 4.516 -0.086 -1.122
C 3.215 -0.230 -4.382
C 3.683 0.244 -5.764
N 1.939 -0.485 -4.153
O 1.012 0.037 -4.933
H 5.792 -1.174 -4.599
H 5.894 -1.760 -2.876
H 6.054 -0.070 -3.174
H 4.063 -0.383 -0.230
H 2.991 0.979 -6.061
H 3.674 -0.580 -6.528
H 4.726 0.644 -5.786
F -5.530 -2.667 -0.318
C -4.291 -2.992 0.203
C -3.237 -2.263 -0.253
C -1.912 -2.447 0.270
C -0.824 -1.614 -0.282
O -1.121 -0.763 -1.176
C 0.415 -1.772 0.476
C 0.623 -2.810 1.337
N -0.372 -3.739 1.597
C -0.014 -4.999 2.144
C 1.363 -5.362 2.615
C 0.289 -5.349 3.593
C -1.670 -3.513 1.181
C -2.752 -4.251 1.609
C -4.068 -4.059 1.195
N -5.141 -4.907 1.567
C -5.008 -5.866 2.657
C -6.396 -6.014 3.346
N -7.545 -6.194 2.324
C -7.506 -5.300 1.088
C -6.049 -5.375 0.527
C 1.540 -0.707 0.298
O 2.671 -0.927 0.795
O 1.264 0.377 -0.307
H -3.362 -1.525 -1.070
H 1.591 -2.812 1.824
H -0.393 -5.910 1.636
H 2.126 -4.578 2.639
H 1.753 -6.250 2.169
H 0.190 -4.510 4.334
H -0.123 -6.364 3.846
H -2.567 -5.009 2.365
H -4.370 -5.465 3.447
H -4.590 -6.838 2.318
H -6.598 -5.183 4.024
H -6.418 -6.920 3.991
H -8.393 -5.974 2.772
H -7.486 -7.204 1.967
H -7.816 -4.326 1.397
H -8.177 -5.689 0.319
H -6.035 -4.757 -0.392
H -5.887 -6.468 0.357
F -4.744 2.212 -2.845
C -3.464 2.306 -3.019
F -3.299 2.817 -4.268
F -2.949 1.046 -2.978
S -2.460 3.383 -1.706
O -1.517 2.444 -1.180
O -3.438 3.869 -0.761
N -1.696 4.412 -2.516
S -0.910 4.508 -3.870
O -1.520 5.268 -4.929
O -0.219 3.274 -4.252
C 0.467 5.570 -3.141
F -0.143 6.741 -2.708
F 1.038 4.923 -2.072
F 1.489 5.911 -3.878
```